(1)
# C12H16N2

A 2-piece molecular cluster, C12H16N2 overall in a non-equilibrium geometry (ωB97M-V with the def2-TZVPD basis set, the OMol25 dataset).

Calculated values
- gap between HOMO and LUMO (spin up / spin down) (eV) = 7.98 / 3.83
- total charge = +1
- ⟨S²⟩ = 0.759
- spin multiplicity = 2
- electronic energy (eV) = -15675.0134
- F_max (hartree/bohr) = 0.0816
- LUMO (spin up / spin down) (eV) = -3.72 / -7.86

Each line ends with the Löwdin charge.
Positions of all 30 atoms, in Å:
C -0.48530 0.34806 -2.10562  -0.1669
C -0.74888 0.70175 -3.59243  -0.0560
C 0.95434 0.17337 -1.76947  -0.1756
C 1.78785 -0.94944 -1.74240  0.0843
C 2.87951 0.87649 -1.31267  -0.0642
N 1.66903 1.33458 -1.44085  0.1893
N 3.00615 -0.51066 -1.36048  0.1486
H -0.99830 1.04538 -1.45126  0.1068
H -0.98767 -0.60290 -1.88173  0.1318
H -0.21171 1.61308 -3.87461  0.0887
H 1.61778 -1.93736 -2.14996  0.1654
H 3.73154 1.53734 -1.18829  0.1561
H 3.84773 -1.06773 -1.39719  0.1811
H -1.75654 1.11143 -3.71783  0.0853
H -0.79518 -0.18174 -4.23086  0.0849
C 1.04973 -0.87487 2.20299  -0.0471
C -0.84891 0.60507 1.31920  -0.0805
C -0.41337 -0.50415 2.05888  -0.2822
C -2.16872 0.99576 1.34964  -0.0850
C -3.10616 0.18825 1.99410  -0.0840
C -1.33726 -1.31674 2.68536  -0.0407
C -2.70014 -0.96577 2.62783  -0.0695
H -0.15204 1.10069 0.66448  0.0808
H -2.42351 1.91295 0.82855  0.1077
H 1.64023 -0.58862 1.30162  0.0483
H 1.12705 -1.96108 2.12172  0.0798
H -4.15801 0.43030 2.04415  0.1065
H -1.03929 -2.19909 3.23740  0.1148
H -3.46320 -1.58601 3.05900  0.1032
H 1.54464 -0.35052 3.01680  0.0884

Forces on the atoms, in the same order (eV/Å):
-0.48 -1.64 -0.12
-1.01 0.84 0.24
-1.89 3.73 0.34
1.57 -0.98 -0.22
0.98 1.07 0.78
-0.17 -2.35 -0.73
-1.28 -0.13 -0.98
0.58 0.45 0.10
0.05 0.01 -0.18
0.76 -0.79 -0.45
-0.10 -0.06 0.45
0.07 -0.32 0.16
0.17 0.15 0.13
-0.26 -0.34 0.65
0.94 0.34 -0.21
0.11 0.22 -2.04
0.25 -0.70 0.38
0.61 -0.14 -0.16
-0.19 -0.04 -0.32
0.00 0.32 0.11
-1.29 0.46 0.11
0.75 -0.21 -0.11
0.31 0.50 0.27
-0.34 -0.14 0.05
-0.41 0.35 0.28
0.25 0.02 1.05
0.00 0.25 -0.22
0.11 0.02 -0.04
-0.03 -0.29 0.30
-0.06 -0.58 0.37



(2)
# C31H39BCdF2N8OTe

C31H39BCdF2N8OTe as an isolated structure in a non-equilibrium geometry (ωB97M-V with the def2-TZVPD basis set, the OMol25 dataset).

Calculated values
- gap between HOMO and LUMO (spin up / spin down) (eV) = 2.71 / 2.97
- total charge = -2
- electronic energy (eV) = -64715.3556
- F_max (hartree/bohr) = 0.0628
- LUMO (spin up / spin down) (eV) = 3.97 / 4.07

Each line ends with the Löwdin charge.
Positions of all 84 atoms, in Å:
Cd 13.44809 9.63489 9.84332  1.0778
C 13.49729 10.49887 12.70872  -0.1627
N 12.76767 11.11364 11.59407  -0.3550
C 13.22014 12.50583 11.49537  -0.0954
C 11.33080 10.99286 11.59738  -0.2466
C 10.49441 11.23660 12.67110  -0.0509
C 9.06664 11.22998 12.54464  -0.1193
C 8.48341 11.04890 11.26531  -0.1448
C 9.24745 10.76157 10.18262  -0.0695
C 10.65570 10.74621 10.34629  -0.2296
N 11.50970 10.45280 9.28202  -0.1008
C 11.22780 10.09654 8.01692  -0.2970
C 10.20552 9.16406 7.80847  -0.0634
C 9.85712 8.87081 6.47299  -0.1188
C 10.66378 9.33555 5.43717  -0.1462
C 11.80353 10.14670 5.62941  -0.0410
C 12.06310 10.66916 6.91806  -0.2150
N 13.00317 11.67932 7.13254  -0.2376
C 14.22426 11.56123 6.32007  -0.1105
C 12.42019 12.97596 7.28446  -0.1054
H 13.52404 11.21677 13.58215  0.0842
H 13.01858 9.55043 12.99885  0.0722
H 14.53011 10.35868 12.32878  0.0466
H 12.95776 12.98549 12.43138  0.0714
H 14.32901 12.52163 11.37371  0.0896
H 12.75389 13.01148 10.65397  0.0770
H 10.91760 11.36177 13.66680  0.0986
H 8.40472 11.28623 13.40518  0.0713
H 7.40034 11.00514 11.25515  0.0857
H 8.79530 10.58074 9.17256  0.1116
H 9.81541 8.69959 8.69140  0.0936
H 8.94377 8.35750 6.15037  0.0864
H 10.51253 8.89076 4.42304  0.0927
H 12.43236 10.46737 4.79915  0.0945
H 14.01414 12.01630 5.33183  0.0733
H 15.04954 12.08534 6.84926  0.0859
H 14.46554 10.48930 6.23906  0.0368
H 12.15886 13.43791 6.29524  0.0839
H 11.48357 12.91585 7.80650  0.0717
H 13.07286 13.71789 7.77362  0.0811
C 11.20693 5.45373 11.32207  -0.1964
C 12.46853 4.67126 10.85949  -0.1626
C 13.28836 5.78207 10.17464  -0.2001
O 12.71301 7.03648 10.58054  -0.2710
C 11.59432 6.90665 11.41763  -0.2532
H 10.92324 5.08782 12.32241  0.0970
H 10.34820 5.15577 10.64215  0.1186
H 12.26371 3.72585 10.33810  0.1046
H 12.99312 4.39750 11.77491  0.0941
H 13.26465 5.72595 9.06299  0.1079
H 14.37662 5.76596 10.52078  0.1310
H 10.78872 7.62062 11.17540  0.1133
H 11.86800 7.09037 12.52830  0.1295
C 19.94499 10.48236 14.76370  -0.0157
C 19.46274 9.39932 13.83222  -0.3441
N 18.20297 9.05369 13.62060  0.0700
C 18.21206 8.16879 12.57588  -0.1779
C 19.47152 8.02868 12.03133  -0.0656
N 20.28145 8.78419 12.88542  -0.0292
C 21.73490 8.75270 13.00265  -0.0835
N 22.41459 10.04325 12.66059  -0.1206
N 23.23387 10.54291 13.58624  -0.1262
N 23.69878 11.69936 13.21595  -0.0147
C 23.04610 12.03478 11.99305  -0.2685
C 23.44030 12.99509 11.05495  -0.1195
C 22.82418 12.98745 9.81124  -0.1682
C 22.00332 11.89783 9.45142  -0.1589
C 21.74464 10.84590 10.36588  -0.1010
C 22.22790 10.95818 11.62222  -0.2282
H 20.17451 10.08678 15.75558  0.0665
H 19.07200 11.14162 14.86937  0.0751
H 20.83214 11.05618 14.41905  0.0713
H 17.28421 7.59091 12.34772  0.0963
H 19.85042 7.46420 11.19596  0.1011
H 22.20849 8.01832 12.34332  0.1152
H 22.24798 8.63705 13.98907  0.1209
H 24.11894 13.74891 11.41627  0.0705
H 23.11809 13.68922 9.06175  0.0650
H 21.55255 11.92020 8.45530  0.0699
H 21.25366 9.89483 10.07365  0.0892
Te 15.69616 8.77754 8.58150  0.4054
F 15.52468 6.29868 6.67629  0.1134
B 14.77157 7.25908 7.16769  -1.2259
F 13.49497 7.26731 6.85852  0.1287

Forces on the atoms, in the same order (eV/Å):
0.52 -0.41 0.10
-0.11 0.70 0.52
-0.50 0.26 0.75
0.49 -0.43 -0.32
-1.46 0.52 -0.57
-1.17 -0.24 0.55
0.89 -0.14 -0.83
-0.29 -0.13 2.44
0.54 0.23 -1.10
1.75 -1.11 -2.37
0.25 1.52 2.00
0.10 0.75 -1.12
0.49 0.40 -2.27
0.15 0.25 -0.01
0.62 -0.75 -1.05
-0.54 0.39 1.43
-2.40 -1.96 -0.44
0.90 -0.84 0.73
-0.70 0.53 0.54
0.26 1.06 -0.96
-0.05 -0.73 -0.45
0.43 0.29 -0.17
-0.43 -0.28 0.57
0.01 0.59 0.23
-0.74 -0.02 0.02
-0.06 -0.03 -0.09
0.02 0.11 -0.12
0.33 0.20 -0.01
-0.07 0.15 -0.36
0.62 0.21 1.20
-0.57 -0.15 0.05
0.44 -0.30 0.55
-0.13 0.69 0.82
-0.26 -0.21 0.07
0.53 -0.13 0.04
-0.42 -0.29 -0.53
0.08 0.59 -0.05
0.16 -0.26 0.19
-0.30 -0.16 0.55
-0.01 -0.48 0.08
-1.57 -2.23 -0.23
-0.02 0.98 1.02
1.01 -0.19 -0.14
0.28 0.21 -0.55
0.20 -0.36 1.60
-0.13 0.06 -0.33
0.83 0.94 0.56
0.04 0.61 -0.29
0.20 -0.16 0.00
-0.01 0.08 0.70
-1.37 0.09 -0.58
0.46 -0.19 -0.22
-0.12 0.06 -1.57
-0.29 0.02 -0.05
0.21 -0.25 -1.62
0.78 0.06 0.63
-0.57 -0.85 -0.63
-0.42 0.24 1.62
0.49 0.21 0.96
2.14 2.04 -0.94
-2.53 -0.49 -1.60
1.16 -0.49 2.47
-1.37 1.38 -2.28
1.90 -1.26 2.28
-0.25 0.95 0.53
-0.35 -1.78 -0.06
0.16 1.30 -0.51
-1.36 -1.43 -1.42
1.26 -0.66 1.42
0.05 -0.05 0.00
0.40 0.01 0.08
-0.64 -0.53 -0.02
0.99 0.92 -0.23
0.06 0.02 0.13
-0.77 -0.34 -0.11
-1.40 -0.42 -0.19
0.23 0.32 -0.30
-0.07 0.55 -0.39
0.12 -0.26 0.32
0.10 0.87 -0.04
0.12 -1.34 -1.50
0.21 -0.92 -0.50
1.23 2.16 1.66
-0.79 -0.27 -0.33



(3)
# C2H5NO2S

C2H5NO2S as an isolated structure in a non-equilibrium geometry (ωB97M-V with the def2-TZVPD basis set, the OMol25 dataset).

Calculated values
- gap between HOMO and LUMO (eV) = 8.89
- total charge = 0
- electronic energy (eV) = -18571.2180
- F_max (hartree/bohr) = 0.1334
- LUMO (eV) = 0.04

Each line ends with the Löwdin charge.
Positions of all 11 atoms, in Å:
C -0.09787 -0.63668 -1.02649  -0.2248
C -0.05818 -0.91712 0.45042  -0.8253
H -0.01569 1.43696 -1.23124  0.0925
H -1.06302 -0.94063 -1.35289  0.1080
H 0.58224 -1.29243 -1.61398  0.1268
H 0.11689 0.06338 2.31502  0.2490
H 0.36695 2.14211 0.82377  0.1783
N -0.31918 0.25006 1.12550  -0.1105
O 0.56514 0.63641 -1.41619  -0.1056
O -0.52648 1.59693 0.72411  -0.0861
S 0.44920 -2.33899 1.20196  0.5976

Forces on the atoms, in the same order (eV/Å):
2.99 -0.21 -1.28
1.29 1.80 -0.36
0.83 -1.83 -0.29
-1.28 0.85 -0.80
-0.54 -0.18 0.99
-2.08 1.08 -4.55
-2.24 -2.09 -0.24
2.32 -1.47 6.28
-2.37 0.23 0.45
2.00 0.19 0.39
-0.92 1.62 -0.60